Record 1
The following is a DFT calculation (ωB97M-V with the def2-TZVPD basis set) of an isolated molecule of C9H16Si in a non-equilibrium geometry.

Positions of all 26 atoms, in Å:
C: -0.59914 2.18883 0.45639
C: 0.66834 2.65474 -0.03243
C: -1.23804 0.98766 0.33941
C: 1.86681 0.51668 -0.37190
C: 1.73482 1.85567 -0.47943
C: -2.86729 -1.65554 -0.31179
C: 4.71789 -0.70874 0.70338
C: -2.70536 0.76145 0.60369
C: -3.36319 -0.20521 -0.41330
Si: 3.01957 -0.88435 -0.35996
H: -1.19977 3.06088 0.70218
H: 0.88638 3.78510 0.10569
H: -0.65762 0.13930 -0.02347
H: 2.50870 2.53036 -0.92721
H: -1.73734 -1.60470 -0.36774
H: -3.37814 -2.27340 -1.11192
H: -3.30167 -2.18533 0.56818
H: 5.28605 0.22800 0.34886
H: 4.38317 -0.36888 1.68410
H: 5.35013 -1.53156 0.88154
H: -3.38825 1.64473 0.72523
H: -2.69381 0.21133 1.62026
H: -3.12325 0.07133 -1.36794
H: -4.49439 -0.12818 -0.19834
H: 2.54073 -1.04908 -1.82680
H: 2.31655 -2.00820 0.47266

Output
Kohn-Sham gap (alpha / beta) = 6.59 / 7.27 eV
LUMO (alpha / beta) = -0.50 / -0.73 eV
Maximum force = 0.0741 Eh/bohr
Relative energy (zero: lowest compared OMol25 entry of this formula, charge and spin) = 109.3 kcal/mol
HOMO energy (alpha / beta) = -0.26031 / -0.29372 hartree

---

Record 2
The following is a DFT calculation (ωB97M-V with the def2-TZVPD basis set) of a structure of composition C9H17BN in a non-equilibrium geometry.

Positions of all 28 atoms, in Å:
B: -0.97442 -0.34801 -1.21031
C: 1.65156 -0.66765 -0.80645
C: 1.30454 -1.67596 -1.62259
C: 0.07587 -2.30933 -2.13033
C: -1.12760 -1.66625 -2.19780
C: 0.64509 0.29150 -0.16135
C: -2.22745 0.38173 -0.78350
C: 0.97773 1.77024 -0.53995
C: -0.15083 1.10884 2.21369
C: 0.08143 -1.27194 1.51706
N: 0.63793 0.11814 1.30434
H: 2.61140 -0.47197 -0.37625
H: 2.12852 -2.25343 -1.93623
H: 0.31530 -3.18612 -2.56545
H: -2.04020 -2.02801 -2.59819
H: -2.25397 1.39155 -0.30694
H: -3.04076 -0.25472 -0.22590
H: -2.95081 0.42131 -1.73854
H: 0.91530 1.89153 -1.62514
H: 2.15391 1.97266 -0.31006
H: 0.36749 2.54115 -0.02163
H: -0.25682 0.58951 3.12803
H: 0.23427 2.10027 2.45864
H: -1.14140 1.31616 1.76537
H: 0.37902 -1.71948 2.38713
H: -1.06082 -1.21468 1.43446
H: 0.46419 -1.83432 0.66062
H: 1.63623 0.03166 1.67173

Output
Kohn-Sham gap = 8.88 eV
LUMO = -3.95 eV
Maximum force = 0.0983 Eh/bohr
Relative energy (zero: lowest compared OMol25 entry of this formula, charge and spin) = 45.9 kcal/mol
HOMO energy = -0.47179 hartree
Total charge = +1

---

Record 3
The following is a DFT calculation (ωB97M-V with the def2-TZVPD basis set) of the ion C9H17BrN5O2 with charge +1.

Positions of all 34 atoms, in Å:
C: 1.93274 -2.43626 0.97568
C: 2.64610 -1.11875 1.28951
O: 3.71567 -0.82762 0.40447
C: 3.31885 -0.54207 -0.90984
C: 2.64772 0.83514 -1.03392
C: 1.17216 0.79155 -0.93022
N: 0.35382 -0.07637 -1.49858
C: -0.87726 0.25133 -1.08642
N: -1.93418 -0.48531 -1.42947
C: -3.28041 -0.36092 -0.95331
C: -3.56859 -0.99385 0.40272
O: -4.57063 -0.80410 0.97766
Br: -2.18967 -2.14905 1.10072
N: -0.86232 1.34396 -0.29670
C: -1.86393 2.17410 0.39452
N: -2.32481 1.55722 1.61145
N: 0.47345 1.66621 -0.19560
H: 0.97156 -2.27056 0.49516
H: 2.54138 -2.99730 0.27170
H: 1.79911 -3.03091 1.86972
H: 1.93544 -0.28667 1.30975
H: 3.09393 -1.16606 2.27591
H: 2.66488 -1.31796 -1.30967
H: 4.22025 -0.54008 -1.51277
H: 3.03732 1.48642 -0.25461
H: 2.91434 1.27219 -1.99351
H: -1.72184 -1.24048 -2.05949
H: -3.61366 0.67012 -0.92522
H: -3.94647 -0.86836 -1.64608
H: -1.35836 3.11168 0.60318
H: -2.66601 2.41021 -0.29413
H: -2.18696 2.16806 2.40479
H: -3.31624 1.35538 1.58178
H: 0.84260 2.41910 0.36083

Output
Kohn-Sham gap = 9.99 eV
LUMO = -2.87 eV
Maximum force = 0.0176 Eh/bohr
HOMO energy = -0.47255 hartree
Total charge = +1

---

Record 4
The following is a DFT calculation (ωB97M-V with the def2-TZVPD basis set) of a structure of composition C9H17BrNOPZn in a non-equilibrium geometry.

Positions of all 31 atoms, in Å:
Zn: -0.12507 -0.30563 0.08100
H: -1.90658 -0.99293 0.69859
H: -2.19192 -0.32681 0.43282
P: -0.35265 1.80497 -1.60201
C: -0.14665 3.37390 -0.66755
H: -0.42192 4.22181 -1.31472
H: -0.79460 3.38852 0.21823
H: 0.89923 3.50323 -0.35686
C: 0.38115 2.11686 -3.23059
H: 0.14364 1.30232 -3.93139
H: -0.01731 3.05976 -3.63606
H: 1.47374 2.22724 -3.14321
C: -2.19620 1.82266 -1.80192
H: -2.68180 1.87753 -0.81610
H: -2.50144 2.70330 -2.39357
H: -2.53150 0.91980 -2.33482
C: 0.21822 0.90087 1.63451
O: 0.51216 1.50778 2.57403
H: -0.60172 0.14998 -1.51739
H: 0.81917 1.25969 -0.88331
Br: 3.76252 -2.91290 3.58389
C: 2.14931 -2.95860 2.56938
C: 1.28523 -4.04531 2.70019
C: 0.11746 -4.05356 1.94029
C: -0.14601 -3.00786 1.05336
N: 0.66860 -1.93201 0.99318
C: 1.82513 -1.89166 1.71632
H: 1.53965 -4.85637 3.37774
H: -0.60574 -4.85554 2.03004
H: -1.03492 -2.98652 0.41535
H: 2.46083 -1.01454 1.61058

Output
Kohn-Sham gap (alpha / beta) = 5.39 / 3.97 eV
LUMO (alpha / beta) = 0.02 / -0.27 eV
Maximum force = 0.0523 Eh/bohr
Relative energy (zero: lowest compared OMol25 entry of this formula, charge and spin) = 29.6 kcal/mol
HOMO energy (alpha / beta) = -0.19753 / -0.15585 hartree

---

Record 5
The following is a DFT calculation (ωB97M-V with the def2-TZVPD basis set) of a structure of composition C9H17CaO7P in a non-equilibrium geometry.

Positions of all 35 atoms, in Å:
C: 1.62726 -3.38555 -1.59255
O: 2.80976 -2.67732 -1.00821
C: 2.32329 -1.64326 -0.05106
C: 2.45420 -0.10586 -0.67613
C: 0.94972 0.61092 -0.82004
C: 0.44860 0.91205 0.71042
C: -1.08534 1.46991 0.84853
C: -2.19891 1.14385 -0.30910
P: -2.43272 -0.73047 -0.68220
O: -1.36462 -1.66483 0.04299
O: -4.08760 -1.29227 -0.39047
O: -2.20762 -0.90438 -2.43541
C: -0.99778 3.12668 0.78910
O: -0.95109 3.74395 2.14213
C: -1.00932 2.54132 3.01250
O: -0.67058 2.53430 4.31783
O: -1.45577 1.32931 2.27959
H: 1.06423 -2.55430 -2.23469
H: 1.93160 -4.24908 -2.32231
H: 0.91574 -3.82442 -0.76029
H: 1.24118 -1.87620 0.36255
H: 3.03821 -1.68583 0.90052
H: 3.03075 0.52994 0.15122
H: 2.97253 -0.07667 -1.72670
H: 1.07883 1.56656 -1.49011
H: 0.30017 -0.15552 -1.41950
H: 0.58712 -0.00759 1.45670
H: 1.17006 1.76383 1.13409
H: -3.24742 1.50979 0.12985
H: -2.04899 1.79971 -1.29535
H: -3.98926 -1.90638 0.41501
H: -1.51241 -1.61643 -2.59733
H: -2.04942 3.44758 0.32873
H: -0.21088 3.58283 0.03536
Ca: 3.57646 -1.25618 2.75434

Output
Kohn-Sham gap = 5.43 eV
LUMO = -10.44 eV
Maximum force = 0.1906 Eh/bohr
HOMO energy = -0.58323 hartree
Total charge = +2

---

Record 6
The following is a DFT calculation (ωB97M-V with the def2-TZVPD basis set) of an isolated molecule of C9H17F3NO2PS in a non-equilibrium geometry.

Positions of all 34 atoms, in Å:
C: 3.40485 0.22300 0.77341
C: 2.74725 1.31678 -0.12337
C: 2.15837 0.65307 -1.38227
C: 0.71161 1.05405 -1.74937
N: -0.12872 1.50896 -0.61871
C: -0.95379 0.49324 -0.04891
C: -0.22884 -0.83208 0.21052
C: -1.07697 -1.92945 0.87646
C: -1.68781 -2.94093 -0.08826
F: -2.96038 -3.12249 0.22023
F: -1.12553 -4.12406 0.04396
F: -1.64925 -2.59514 -1.34042
O: -2.10062 0.19433 -0.90932
C: -3.33208 0.53410 -0.43051
O: -4.01155 -0.22050 0.10752
P: -1.44695 1.19951 1.65442
S: -1.87664 3.09912 1.57829
H: 3.80187 -0.59302 0.17755
H: 2.66302 -0.19775 1.45281
H: 4.18813 0.64401 1.40240
H: 2.01026 1.80787 0.50697
H: 3.54301 2.02917 -0.32993
H: 2.78714 0.95075 -2.22159
H: 2.24658 -0.42921 -1.31789
H: 0.71337 1.82221 -2.51614
H: 0.22947 0.19483 -2.22714
H: -0.77391 2.18358 -1.01675
H: 0.20789 -1.26283 -0.68651
H: 0.60866 -0.60317 0.86658
H: -1.87061 -1.56769 1.52087
H: -0.40613 -2.49551 1.51817
H: -3.70852 1.55565 -0.56795
H: -0.25364 1.05029 2.39931
H: -2.42958 0.39931 2.26557

Output
Kohn-Sham gap = 9.54 eV
LUMO = 0.54 eV
Maximum force = 0.0915 Eh/bohr
HOMO energy = -0.33089 hartree

---

Which formula does entry 3 have?
C9H17BrN5O2

---

Which of these has the highest maximum force?
C9H17CaO7P

---

Repeat the fourth record exactly.
The following is a DFT calculation (ωB97M-V with the def2-TZVPD basis set) of a structure of composition C9H17BrNOPZn in a non-equilibrium geometry.

Positions of all 31 atoms, in Å:
Zn: -0.12507 -0.30563 0.08100
H: -1.90658 -0.99293 0.69859
H: -2.19192 -0.32681 0.43282
P: -0.35265 1.80497 -1.60201
C: -0.14665 3.37390 -0.66755
H: -0.42192 4.22181 -1.31472
H: -0.79460 3.38852 0.21823
H: 0.89923 3.50323 -0.35686
C: 0.38115 2.11686 -3.23059
H: 0.14364 1.30232 -3.93139
H: -0.01731 3.05976 -3.63606
H: 1.47374 2.22724 -3.14321
C: -2.19620 1.82266 -1.80192
H: -2.68180 1.87753 -0.81610
H: -2.50144 2.70330 -2.39357
H: -2.53150 0.91980 -2.33482
C: 0.21822 0.90087 1.63451
O: 0.51216 1.50778 2.57403
H: -0.60172 0.14998 -1.51739
H: 0.81917 1.25969 -0.88331
Br: 3.76252 -2.91290 3.58389
C: 2.14931 -2.95860 2.56938
C: 1.28523 -4.04531 2.70019
C: 0.11746 -4.05356 1.94029
C: -0.14601 -3.00786 1.05336
N: 0.66860 -1.93201 0.99318
C: 1.82513 -1.89166 1.71632
H: 1.53965 -4.85637 3.37774
H: -0.60574 -4.85554 2.03004
H: -1.03492 -2.98652 0.41535
H: 2.46083 -1.01454 1.61058

Output
Kohn-Sham gap (alpha / beta) = 5.39 / 3.97 eV
LUMO (alpha / beta) = 0.02 / -0.27 eV
Maximum force = 0.0523 Eh/bohr
Relative energy (zero: lowest compared OMol25 entry of this formula, charge and spin) = 29.6 kcal/mol
HOMO energy (alpha / beta) = -0.19753 / -0.15585 hartree